(1)
Here is the molecule C29H36N4O5 from the Open Molecules 2025 dataset. Energies are from ωB97M-V/def2-TZVPD.

```
! RIJCOSX wB97M-V def2-TZVPD def2/J DEFGRID3
* xyz 0 1
C 0.40 -1.50 -0.79
C -1.04 -1.83 -2.86
H 0.18 4.35 0.54
C -4.33 1.10 -1.73
C 1.29 0.09 1.80
H 0.04 -2.31 2.84
C -2.03 -1.22 1.68
C 3.46 -1.44 -0.95
H 1.36 3.35 -0.30
H -1.35 -0.52 2.15
H -3.50 0.27 1.24
H 2.55 3.15 1.95
H -0.37 2.96 -0.39
H 1.57 -3.65 1.36
H -1.30 -2.81 -0.96
H 1.09 1.00 0.03
C 3.89 0.37 0.54
C -0.81 2.33 2.18
N -2.00 0.17 -1.96
O -3.67 2.86 -0.57
O 0.63 -0.37 -1.22
C -4.12 -1.67 0.58
C -3.79 -3.01 0.52
H -6.08 3.87 -1.30
H 0.23 -3.90 0.24
H 7.96 1.43 -2.64
C -2.92 1.09 -1.53
N 0.96 -1.95 0.34
C -2.59 -3.46 1.04
H 2.88 -2.30 -1.24
O 6.38 0.30 -2.17
C 4.99 0.75 -0.21
O 1.12 0.02 3.01
C -0.47 -2.46 -1.58
C 0.55 2.45 1.49
H 7.69 1.28 -0.89
H -0.73 1.66 3.04
C -2.28 -1.01 -2.56
H 0.14 -3.33 -1.85
C 5.33 0.03 -1.35
C 7.20 1.40 -1.86
H -1.14 3.30 2.52
C -4.74 2.24 -1.10
C -3.24 -0.77 1.17
C 1.59 3.02 2.46
C 1.93 -1.12 1.06
H 1.26 3.99 2.83
C 0.64 -3.21 0.98
H 1.72 2.35 3.30
H 2.33 -1.74 1.87
C 3.10 -0.71 0.18
C -1.70 -2.56 1.62
H -1.32 -2.62 -3.55
H -1.54 1.94 1.48
C 0.43 3.33 0.25
N 1.01 1.13 1.03
H -0.28 -1.20 -3.32
H 3.66 0.93 1.44
H -4.91 0.37 -2.25
N -2.55 2.15 -0.85
C -0.36 -3.03 2.13
H -4.47 -3.71 0.06
H -5.05 -1.32 0.17
H -0.47 -4.00 2.64
H -1.03 0.36 -1.72
H -6.82 2.26 -1.42
H 4.82 -1.63 -2.58
H 6.64 2.34 -1.87
C 4.55 -1.07 -1.71
H -6.32 2.90 0.15
O -3.40 -1.39 -2.84
H 5.58 1.59 0.11
C -6.07 2.85 -0.91
H -2.34 -4.51 1.00
*
```

The value obtained for the energy above the lowest of the compared OMol25 structures with the same formula, charge and spin is 1.499 eV. The gap between HOMO and LUMO comes out at 9.06 eV. As for the HOMO energy: -8.42 eV. As for the SMILES: COc1ccc([C@@H](C(=O)NC(C)(C)C)N(CCc2ccccc2)C(=O)CCC(=O)Nc2cc(C)on2)cc1. The calculation puts the calculated total energy at -1721.94593 Eh.

Now the Löwdin charges, all in e:
1 C -0.416
2 C -0.075
3 H 0.089
4 C 0.051
5 C -0.463
6 H 0.110
7 C -0.019
8 C -0.021
9 H 0.086
10 H 0.094
11 H 0.100
12 H 0.078
13 H 0.050
14 H 0.132
15 H 0.105
16 H 0.116
17 C -0.016
18 C -0.030
19 N 0.181
20 O 0.006
21 O 0.028
22 C -0.083
23 C -0.077
24 H 0.089
25 H 0.115
26 H 0.092
27 C -0.304
28 N 0.001
29 C -0.064
30 H 0.117
31 O -0.084
32 C -0.005
33 O 0.052
34 C -0.065
35 C -0.566
36 H 0.095
37 H 0.077
38 C -0.460
39 H 0.130
40 C -0.275
41 C -0.091
42 H 0.088
43 C -0.313
44 C -0.069
45 C -0.032
46 C -0.119
47 H 0.084
48 C -0.126
49 H 0.077
50 H 0.160
51 C -0.172
52 C -0.240
53 H 0.124
54 H 0.052
55 C -0.033
56 N 0.143
57 H 0.124
58 H 0.114
59 H 0.107
60 N 0.103
61 C -0.103
62 H 0.106
63 H 0.104
64 H 0.123
65 H 0.123
66 H 0.087
67 H 0.119
68 H 0.096
69 C 0.010
70 H 0.089
71 O 0.078
72 H 0.104
73 C 0.000
74 H 0.117

(2)
Here is a structure of composition C29H36N4O6RbTe from the Open Molecules 2025 dataset. Energies are from ωB97M-V/def2-TZVPD.

```
! RIJCOSX wB97M-V def2-TZVPD def2/J DEFGRID3
* xyz 0 2
C 3.08 -2.00 0.27
C -4.30 2.76 2.60
C 0.95 -2.65 -2.97
N -1.96 2.37 2.79
C -3.29 2.28 4.83
H -0.51 1.39 -2.58
H 0.42 -5.25 2.06
C 3.31 -0.64 -0.36
H 1.66 -0.52 -6.97
O 1.54 2.22 3.47
H 5.41 -5.61 1.12
O -1.92 4.39 -1.32
C 0.75 -1.42 -2.34
C -2.31 -1.77 -0.81
C 0.30 -4.39 1.40
H -3.56 4.43 0.64
C -3.18 2.47 3.41
H -3.08 6.00 1.13
O -4.31 2.91 1.36
H 2.68 0.13 0.10
C 5.27 -4.74 1.75
C 4.06 -3.96 1.31
Rb -2.20 1.82 -0.12
H 1.38 -3.60 -4.84
H -0.38 -3.68 1.87
C 1.30 -1.47 -5.07
O 0.48 2.02 1.56
C -2.15 5.33 -0.56
C 0.81 -0.22 -3.05
H 0.78 1.20 -1.39
H 0.79 -2.05 -7.08
H 0.04 -4.02 -1.59
C 1.64 -3.78 1.11
O -2.14 -0.60 -1.28
H -0.03 1.66 5.47
C 0.89 -3.98 -2.26
H 5.16 -5.09 2.78
C -1.64 7.68 0.14
H 5.17 -2.29 0.56
H -1.38 7.52 1.19
N -1.44 6.50 -0.67
H 0.80 -4.79 -2.98
H -4.36 -1.80 -1.44
H 2.66 -5.41 2.03
C -2.17 2.00 5.56
H 3.11 -0.66 -1.43
C 0.54 1.14 -2.45
H -0.99 8.47 -0.24
C -3.70 -2.36 -0.78
H -2.67 8.04 0.08
C 1.58 -1.52 -6.55
H 4.34 -0.33 -0.21
H -3.67 -3.41 -1.08
N -1.35 -2.52 -0.28
H -0.75 6.50 -1.39
H 1.32 2.39 4.40
H 1.13 1.91 -2.96
C 1.22 -2.65 -4.33
H 6.17 -4.13 1.69
H -4.26 2.34 5.30
C 2.78 -4.46 1.52
C 4.19 -2.72 0.70
O -5.48 2.91 3.28
H 2.52 -2.04 -6.75
H -0.20 -4.72 0.49
C -0.91 1.94 4.90
C -0.88 2.14 3.53
C 0.40 2.12 2.75
H -4.07 -2.32 0.24
Te 0.23 -1.33 -0.29
H 1.14 0.66 -4.97
N -3.11 5.32 0.39
H -6.14 3.06 2.60
C 1.80 -2.55 0.44
H -2.24 1.83 6.62
H 1.80 -4.15 -1.67
C 1.09 -0.27 -4.41
*
```

As for the expectation value of S²: 0.767. The value obtained for the energy above the lowest of the compared OMol25 structures with the same formula, charge and spin is 0.000 eV. The gap between HOMO and LUMO (alpha / beta) comes out at 5.38 / 9.07 eV. As for the HOMO energy (alpha / beta): -5.04 / -8.74 eV. The calculation puts the calculated total energy at -2089.31906 Eh.

Now the Löwdin charges, all in e:
1 C -0.293
2 C -0.512
3 C -0.259
4 N 0.085
5 C -0.016
6 H 0.074
7 H 0.078
8 C -0.063
9 H 0.074
10 O 0.115
11 H 0.085
12 O -0.089
13 C -0.301
14 C -0.764
15 C -0.062
16 H 0.052
17 C -0.213
18 H 0.088
19 O -0.151
20 H 0.064
21 C -0.045
22 C -0.258
23 Rb 1.000
24 H 0.122
25 H 0.071
26 C -0.255
27 O 0.042
28 C -0.633
29 C -0.291
30 H 0.036
31 H 0.084
32 H 0.047
33 C -0.289
34 O -0.295
35 H 0.094
36 C -0.046
37 H 0.081
38 C -0.097
39 H 0.117
40 H 0.084
41 N 0.008
42 H 0.083
43 H 0.079
44 H 0.121
45 C -0.087
46 H 0.077
47 C -0.066
48 H 0.084
49 C -0.015
50 H 0.086
51 C -0.045
52 H 0.084
53 H 0.077
54 N -0.218
55 H 0.134
56 H 0.089
57 H 0.091
58 C -0.010
59 H 0.075
60 H 0.107
61 C -0.012
62 C -0.011
63 O 0.064
64 H 0.082
65 H 0.062
66 C -0.049
67 C -0.243
68 C -0.463
69 H 0.084
70 Te 1.900
71 H 0.121
72 N 0.194
73 H 0.113
74 C -0.333
75 H 0.100
76 H 0.084
77 C -0.006